(1)
Formula: C21H33N3O3
Source: OMol25
Level of theory: wB97M-V/def2-TZVPD

XYZ file:
```
60
C21H33N3O3, DFT wB97M-V/def2-TZVPD
C 5.32 -2.05 3.64
C 6.14 -1.32 2.52
H 6.88 -2.10 2.06
H 6.75 -0.44 2.98
O 5.57 -0.68 1.36
C 4.97 0.33 1.64
O 5.03 0.99 2.76
N 4.32 0.68 0.31
C 4.17 -0.20 -0.82
H 4.71 -1.03 -0.63
C 2.68 -0.83 -0.92
H 2.63 -1.30 -1.86
H 2.36 -1.02 0.00
C 1.70 0.52 -0.94
N 0.35 0.42 -1.22
C -0.02 0.08 -2.36
C -1.49 -0.44 -2.46
N -2.34 -0.11 -1.44
C -2.97 1.17 -1.90
C -4.04 1.40 -0.78
C -5.14 0.78 -1.03
C -6.19 0.80 0.00
C -6.19 1.83 0.85
C -5.02 2.59 1.10
C -3.92 2.45 -0.18
H -3.16 3.09 0.16
H -4.99 3.66 1.79
H -7.05 2.00 1.41
H -7.11 0.34 -0.07
H -5.32 -0.03 -1.64
H -2.10 1.92 -1.73
H -3.16 1.35 -2.91
C -1.85 -0.33 -0.20
C -0.29 -0.48 -0.18
H 0.12 -0.41 0.83
H -0.18 -1.84 -0.58
C -2.61 -1.25 0.45
H -3.65 -1.03 1.09
H -2.07 -1.59 1.53
C -2.79 -2.80 -0.10
O -3.93 -2.47 -1.02
H -3.51 -1.82 -1.41
H -3.22 -3.36 0.60
H -1.90 -2.93 -0.44
H -1.79 0.64 0.27
H -1.47 -1.57 -2.48
H -1.98 -0.29 -3.48
H -0.22 1.21 -2.94
H 0.66 -0.56 -3.17
C 2.09 1.37 0.36
H 1.35 2.35 0.20
H 1.68 0.90 1.15
C 3.29 1.84 0.26
H 3.57 2.42 1.45
H 3.60 2.47 -0.33
H 1.95 1.02 -1.67
H 4.42 0.44 -1.65
H 4.75 -1.33 4.03
H 4.82 -2.94 3.09
H 5.78 -2.51 4.63
```

Calculated values
molecular weight = 375.5 g/mol
HOMO-LUMO gap = 8.65 eV
LUMO energy = 0.54 eV


(2)
Formula: C34H32ClN4O5PV
Source: OMol25
Level of theory: wB97M-V/def2-TZVPD

XYZ file:
```
78
C34H32ClN4O5PV, DFT wB97M-V/def2-TZVPD
V 0.24 -0.62 -0.91
C 1.14 1.80 -4.15
C 0.27 0.85 -3.41
O 0.43 0.84 -2.12
C -0.68 0.06 -4.01
C -1.65 -0.65 -3.26
C -2.89 -1.15 -3.94
N -1.47 -0.84 -1.98
N -2.57 -1.36 -1.31
C -2.28 -1.35 -0.06
O -1.12 -0.85 0.35
C -3.17 -1.95 0.96
C -2.71 -2.13 2.26
C -3.53 -2.72 3.21
C -4.81 -3.12 2.86
C -5.27 -2.95 1.56
C -4.45 -2.37 0.61
H 1.01 2.80 -3.75
H 2.19 1.52 -3.97
H 0.92 1.79 -5.21
H -0.81 0.12 -5.08
H -2.82 -0.97 -5.01
H -3.02 -2.21 -3.74
H -3.76 -0.64 -3.54
H -1.70 -1.85 2.50
H -3.17 -2.87 4.22
H -5.46 -3.57 3.61
H -6.27 -3.26 1.29
H -4.79 -2.23 -0.41
N -0.49 -3.88 -0.02
C -0.60 -3.95 -1.47
C 0.65 -3.41 -2.15
O 1.30 -4.12 -2.89
N 1.00 -2.10 -1.91
C 2.23 -1.71 -2.59
C 2.84 -0.52 -1.88
O 3.69 0.17 -2.39
O 2.32 -0.35 -0.69
H 0.20 -4.56 0.31
H -1.37 -4.12 0.42
H -1.46 -3.35 -1.78
H -0.73 -4.97 -1.87
H 2.05 -1.46 -3.64
H 2.96 -2.52 -2.58
Cl 1.45 -2.03 1.64
C 2.34 -0.74 2.39
C 3.23 -1.09 3.40
C 3.91 -0.11 4.09
C 3.70 1.23 3.78
C 2.81 1.57 2.77
C 2.13 0.59 2.04
P 0.96 1.16 0.75
C -0.28 1.94 1.85
C -0.57 3.30 1.94
C -1.54 3.76 2.82
C -2.23 2.87 3.63
C -1.93 1.52 3.57
C -0.97 1.06 2.69
C 1.80 2.53 -0.10
C 3.19 2.58 -0.20
C 3.80 3.59 -0.91
C 3.04 4.57 -1.54
C 1.65 4.51 -1.47
C 1.04 3.48 -0.77
H 3.37 -2.13 3.63
H 4.60 -0.38 4.87
H 4.22 2.01 4.32
H 2.65 2.61 2.53
H -0.02 4.02 1.35
H -1.75 4.82 2.88
H -2.99 3.23 4.31
H -2.46 0.81 4.20
H -0.73 0.01 2.66
H 3.79 1.80 0.25
H 4.88 3.61 -1.00
H 3.52 5.36 -2.09
H 1.05 5.25 -1.97
H -0.04 3.42 -0.77
```

Calculated values
molecular weight = 694.0 g/mol
multiplicity = 2
HOMO-LUMO gap (spin up / spin down) = 7.21 / 7.96 eV
LUMO energy (spin up / spin down) = -0.98 / -0.31 eV